{
  "formula": "B3F12Sn",
  "method": "ωB97M-V with the def2-TZVPD basis set",
  "symbols": ["Sn", "B", "F", "F", "F", "F", "B", "F", "F", "F", "F", "B", "F", "F", "F", "F"],
  "xyz": [[1.839972, 0.514454, 0.242312], [-0.741347, -4.274017, -1.198824], [-0.426138, -4.159764, -2.510298], [-0.139233, -3.274301, -0.432025], [-2.086225, -4.286226, -0.980075], [-0.186611, -5.370958, -0.692295], [-2.366206, -0.031888, 3.092254], [-2.024033, 0.801579, 2.049502], [-3.305471, -0.963920, 2.745447], [-1.242832, -0.685030, 3.478365], [-2.736507, 0.719372, 4.140031], [2.680468, 4.225750, -2.004458], [3.857179, 3.683198, -1.487743], [2.041721, 3.275959, -2.761513], [1.873577, 4.451657, -0.946671], [2.961687, 5.374133, -2.734009]],
  "atomic_forces_ev_per_a": [[-1.15, 0.32, -0.35], [-0.62, 0.17, 0.41], [0.36, 0.68, -2.01], [0.92, 2.78, 0.70], [-1.47, 0.35, -0.08], [1.32, -3.44, 1.00], [-0.42, -0.79, 0.12], [0.61, 1.22, -2.14], [-1.03, -0.39, -0.59], [2.96, -1.55, 0.38], [-1.32, 1.71, 1.90], [0.86, 0.78, -0.78], [1.24, -0.91, 0.39], [-0.56, -1.60, -1.23], [-1.63, 0.68, 2.30], [-0.06, -0.03, -0.01]],
  "charge": -1,
  "energy_ev": -40483.670
}


{
  "formula": "C17H14Cl2FeO2",
  "method": "ωB97M-V with the def2-TZVPD basis set",
  "symbols": ["C", "C", "C", "H", "C", "C", "H", "H", "H", "H", "Fe", "Cl", "C", "C", "C", "H", "C", "C", "H", "H", "H", "H", "Cl", "C", "C", "C", "C", "C", "C", "C", "O", "O", "H", "H", "H", "H"],
  "xyz": [[2.732967, -0.535280, -2.129156], [1.793577, -0.610102, -3.220323], [0.916910, -1.741428, -3.014232], [1.753199, -0.003040, -4.125578], [1.188142, -2.257029, -1.719569], [2.258091, -1.515559, -1.131105], [2.617744, -1.701741, -0.136928], [3.405303, 0.293927, -1.939546], [0.219431, -2.172211, -3.751579], [0.717116, -3.173618, -1.307609], [1.578123, 0.650005, -0.824884], [0.706088, 2.332774, -2.090794], [-2.545698, 0.511571, -1.508731], [-2.650348, -0.900136, -1.323550], [-2.481907, -1.523861, -2.597615], [-2.592362, -1.392288, -0.352405], [-2.287642, -0.499360, -3.574170], [-2.308004, 0.764846, -2.890328], [-1.923794, 1.722897, -3.292848], [-2.380090, 1.253223, -0.698047], [-2.334805, -2.579156, -2.738812], [-1.967211, -0.611862, -4.605997], [-0.748871, 1.831626, 6.813261], [-0.281771, 1.486763, 5.199784], [1.033874, 1.707870, 4.810726], [1.432516, 1.373135, 3.526575], [0.496766, 0.808481, 2.654965], [-0.837869, 0.571485, 3.035960], [-1.222925, 0.907745, 4.337361], [0.954721, 0.327984, 1.335609], [2.205676, 0.494139, 1.017090], [0.102978, -0.160659, 0.532136], [1.752021, 2.097158, 5.504356], [2.457496, 1.479658, 3.190260], [-1.530692, 0.078784, 2.337698], [-2.228749, 0.683262, 4.678025]],
  "atomic_forces_ev_per_a": [[-1.66, -1.07, 0.14], [-0.26, -1.77, -0.05], [1.28, 0.71, 0.32], [0.18, 0.03, 0.48], [0.56, -0.04, -0.62], [-0.17, -0.48, -1.54], [0.43, 0.02, 0.09], [0.60, -0.09, -0.16], [0.29, 0.63, 0.68], [0.27, 0.97, -0.08], [-1.40, 0.27, -2.38], [0.38, 0.42, 0.44], [0.48, -0.11, -0.12], [0.35, 0.49, -0.71], [-0.10, 1.20, 0.28], [-0.23, -0.01, -0.23], [0.01, 0.60, 1.13], [0.17, -0.55, 0.08], [-0.56, -0.69, 0.19], [-0.34, -0.55, -0.62], [-0.14, -0.36, -0.17], [-0.17, -0.18, 0.04], [-0.23, 0.26, 0.84], [-0.04, -0.60, -1.09], [-0.22, -0.05, -0.20], [-0.78, -0.34, -0.05], [-0.23, -0.33, 0.62], [0.48, 0.14, 0.46], [0.39, 0.07, -0.32], [-0.24, -0.52, -1.16], [-0.99, 0.23, 1.69], [1.31, 0.90, 1.33], [0.13, 0.22, 0.35], [-0.15, 0.05, 0.01], [0.47, 0.37, 0.27], [0.13, 0.17, 0.06]],
  "charge": -2,
  "energy_ev": -81382.769,
  "multiplicity": 5,
  "s2": 6.02
}


{
  "formula": "C19H56GaNO7P",
  "method": "ωB97M-V with the def2-TZVPD basis set",
  "symbols": ["C", "P", "O", "Ga", "N", "H", "H", "H", "H", "H", "H", "H", "H", "C", "C", "C", "O", "H", "H", "H", "H", "H", "H", "H", "H", "C", "C", "C", "O", "H", "H", "H", "H", "H", "H", "H", "H", "C", "C", "C", "O", "H", "H", "H", "H", "H", "H", "H", "H", "C", "C", "C", "O", "H", "H", "H", "H", "H", "H", "H", "H", "C", "C", "C", "O", "H", "H", "H", "H", "H", "H", "H", "H", "C", "C", "C", "O", "H", "H", "H", "H", "H", "H", "H", "H"],
  "xyz": [[1.429322, -0.607892, 3.558668], [1.511626, -2.453324, 3.992348], [2.661068, -3.147747, 2.923499], [-0.654384, -3.218803, 3.338073], [-1.868859, -1.840232, 3.962686], [1.056839, -0.543600, 2.532142], [0.674874, -0.188046, 4.218677], [2.391979, -0.113660, 3.654649], [3.463964, -3.310914, 3.400137], [-0.634865, -3.314425, 1.724968], [-0.995922, -4.672210, 3.926795], [-2.044327, -1.130015, 3.273838], [-2.728409, -2.208462, 4.326120], [0.415316, 1.992456, 0.174245], [-0.984896, 2.412241, 0.584894], [-1.067113, 3.917953, 0.784676], [-1.361801, 1.749166, 1.793940], [1.138412, 2.252571, 0.953589], [0.467327, 0.909698, 0.042335], [0.716139, 2.474704, -0.756090], [-1.700025, 2.105289, -0.180074], [-0.388498, 4.240410, 1.580017], [-2.075841, 4.210315, 1.086121], [-0.805843, 4.451345, -0.130396], [-0.737328, 2.006267, 2.476749], [-2.918761, 3.874290, -3.005871], [-1.509161, 4.445748, -3.025558], [-1.147006, 4.988587, -4.400437], [-0.573523, 3.445115, -2.637031], [-3.004926, 3.041371, -3.708815], [-3.160949, 3.486197, -2.015343], [-3.658221, 4.631757, -3.274008], [-1.430632, 5.244598, -2.285921], [-1.175462, 4.189910, -5.146689], [-0.132627, 5.391586, -4.396958], [-1.835199, 5.778440, -4.709359], [-0.624136, 2.727800, -3.278493], [-5.062744, 3.086968, 1.596460], [-5.958065, 1.866813, 1.452203], [-6.200112, 1.194110, 2.795096], [-5.370992, 0.938402, 0.543373], [-4.083227, 2.799442, 1.989234], [-4.893526, 3.554119, 0.624136], [-5.502822, 3.828032, 2.267686], [-6.913770, 2.163387, 1.015037], [-5.257638, 0.848865, 3.227270], [-6.839243, 0.318500, 2.674076], [-6.674935, 1.878421, 3.501546], [-4.524684, 0.661268, 0.910307], [0.550879, -3.667899, -1.800705], [0.494090, -2.182617, -1.475044], [1.607051, -1.415256, -2.174701], [0.583257, -1.993718, -0.073257], [1.495937, -4.099065, -1.459892], [-0.248647, -4.199511, -1.284768], [0.455667, -3.844162, -2.876255], [-0.474208, -1.779648, -1.779565], [2.587344, -1.771581, -1.846194], [1.550749, -0.354393, -1.924123], [1.547511, -1.520471, -3.262267], [1.429080, -2.347390, 0.223714], [1.451522, 2.493760, -7.297481], [1.647858, 2.244835, -5.809695], [2.818745, 1.310134, -5.549749], [0.456493, 1.699364, -5.244740], [1.232572, 1.557491, -7.818751], [0.606004, 3.162510, -7.465860], [2.341992, 2.938099, -7.745145], [1.819137, 3.194167, -5.300506], [2.643719, 0.335441, -6.014106], [2.941830, 1.139874, -4.479808], [3.748492, 1.720534, -5.947381], [0.281745, 0.857980, -5.672836], [5.719110, -6.369124, 5.873486], [4.564871, -5.657827, 5.182412], [3.675607, -6.632837, 4.428278], [5.068547, -4.669118, 4.285520], [6.354391, -6.875422, 5.140126], [6.347549, -5.652990, 6.405573], [5.355591, -7.111377, 6.586279], [3.969500, -5.122092, 5.921881], [4.244683, -7.147291, 3.647067], [2.858834, -6.101399, 3.938395], [3.252134, -7.382559, 5.099123], [5.593970, -5.113250, 3.616425]],
  "atomic_forces_ev_per_a": [[-0.13, -1.29, -0.77], [0.53, 0.22, 1.11], [-1.14, 0.57, -0.77], [-0.09, -0.01, -0.78], [0.80, -0.27, 0.35], [0.09, 0.36, -0.06], [-0.02, 0.07, 0.18], [0.05, 0.09, 0.13], [0.60, -0.16, 0.51], [-0.11, -0.08, 0.15], [0.02, 0.07, 0.29], [-0.27, 0.14, -0.20], [-0.40, 0.04, -0.03], [0.11, -0.30, -0.13], [0.51, 0.23, 0.37], [-0.27, 0.15, -0.05], [-0.50, -0.02, -0.34], [-0.05, 0.07, 0.03], [-0.05, -0.01, 0.04], [-0.05, 0.05, 0.02], [-0.06, -0.09, 0.10], [0.09, -0.07, -0.05], [-0.01, -0.02, -0.04], [0.04, -0.02, 0.00], [0.16, -0.12, 0.12], [-0.08, 0.02, 0.18], [-0.11, -0.36, -0.40], [0.11, 0.14, -0.04], [0.01, 0.27, 0.20], [0.03, 0.05, -0.07], [0.01, 0.05, 0.01], [0.00, -0.02, -0.01], [0.08, -0.05, 0.07], [-0.08, -0.03, 0.04], [-0.02, 0.03, 0.05], [0.01, -0.01, -0.01], [0.13, -0.11, -0.14], [0.06, 0.15, -0.10], [0.44, -0.11, 0.30], [-0.14, -0.08, 0.03], [-0.30, 0.10, -0.21], [-0.04, -0.05, 0.07], [-0.07, 0.00, 0.00], [0.01, -0.01, 0.00], [0.02, -0.09, -0.12], [0.04, 0.09, 0.00], [-0.03, 0.04, -0.02], [0.02, -0.01, 0.01], [0.10, -0.04, 0.04], [-0.19, -0.12, -0.10], [0.52, -0.24, 0.25], [-0.03, 0.23, -0.17], [-0.12, 0.46, -0.44], [0.05, 0.07, -0.04], [-0.01, 0.06, 0.02], [0.03, -0.01, 0.01], [-0.03, 0.04, 0.10], [-0.03, -0.11, -0.01], [-0.05, 0.00, -0.02], [0.02, -0.01, 0.01], [-0.04, -0.14, 0.29], [-0.13, 0.15, -0.02], [0.13, -0.37, -0.29], [0.05, 0.02, 0.19], [-0.15, 0.39, 0.25], [0.09, -0.04, 0.03], [0.04, 0.03, 0.03], [0.00, -0.02, -0.01], [-0.13, -0.02, 0.10], [0.00, 0.04, -0.09], [0.00, 0.05, 0.00], [-0.01, -0.02, -0.01], [-0.01, -0.17, -0.03], [0.10, 0.13, 0.11], [0.09, -0.41, -0.23], [-0.20, 0.09, -0.06], [-0.05, 0.38, 0.26], [-0.08, -0.07, -0.03], [-0.05, 0.01, 0.03], [0.00, -0.01, -0.02], [0.01, 0.15, -0.09], [0.08, -0.04, 0.07], [-0.01, 0.03, 0.07], [0.01, -0.01, -0.01], [0.03, -0.11, -0.15]],
  "charge": -1,
  "energy_ev": -98099.550
}


Repeat the first record exactly.
{
  "formula": "B3F12Sn",
  "method": "ωB97M-V with the def2-TZVPD basis set",
  "symbols": ["Sn", "B", "F", "F", "F", "F", "B", "F", "F", "F", "F", "B", "F", "F", "F", "F"],
  "xyz": [[1.839972, 0.514454, 0.242312], [-0.741347, -4.274017, -1.198824], [-0.426138, -4.159764, -2.510298], [-0.139233, -3.274301, -0.432025], [-2.086225, -4.286226, -0.980075], [-0.186611, -5.370958, -0.692295], [-2.366206, -0.031888, 3.092254], [-2.024033, 0.801579, 2.049502], [-3.305471, -0.963920, 2.745447], [-1.242832, -0.685030, 3.478365], [-2.736507, 0.719372, 4.140031], [2.680468, 4.225750, -2.004458], [3.857179, 3.683198, -1.487743], [2.041721, 3.275959, -2.761513], [1.873577, 4.451657, -0.946671], [2.961687, 5.374133, -2.734009]],
  "atomic_forces_ev_per_a": [[-1.15, 0.32, -0.35], [-0.62, 0.17, 0.41], [0.36, 0.68, -2.01], [0.92, 2.78, 0.70], [-1.47, 0.35, -0.08], [1.32, -3.44, 1.00], [-0.42, -0.79, 0.12], [0.61, 1.22, -2.14], [-1.03, -0.39, -0.59], [2.96, -1.55, 0.38], [-1.32, 1.71, 1.90], [0.86, 0.78, -0.78], [1.24, -0.91, 0.39], [-0.56, -1.60, -1.23], [-1.63, 0.68, 2.30], [-0.06, -0.03, -0.01]],
  "charge": -1,
  "energy_ev": -40483.670
}